Entry 1:
This record from the OMol25 dataset describes a structure of composition C21H14EuN3O7 at a distorted geometry. The level of theory is ωB97M-V with the def2-TZVPD basis set.

The geometry in ORCA input format:
```
! RIJCOSX wB97M-V def2-TZVPD def2/J DEFGRID3
* xyz 0 7
Eu -0.40 -0.87 0.22
O -4.48 -1.08 -2.03
C -3.44 -0.94 -1.24
O -2.33 -1.38 -1.50
C -3.70 -0.21 0.03
C -4.90 0.41 0.36
C -4.98 1.05 1.60
C -3.85 1.11 2.40
C -2.67 0.49 1.97
N -2.63 -0.18 0.83
C -1.32 0.61 2.75
O -1.30 1.33 3.73
O -0.37 -0.06 2.23
H -4.26 -1.57 -2.83
H -5.72 0.40 -0.33
H -5.90 1.50 1.92
H -3.85 1.63 3.35
O 3.71 2.55 -0.64
C 2.62 3.32 -0.66
C 2.80 4.70 -0.63
C 1.72 5.56 -0.67
C 0.43 5.05 -0.76
C 0.23 3.69 -0.77
C 1.31 2.81 -0.71
C 1.02 1.36 -0.67
O -0.20 0.96 -0.80
N 2.06 0.56 -0.50
N 1.74 -0.78 -0.39
C 2.70 -1.64 -0.27
C 2.44 -3.05 -0.17
C 3.53 -3.93 -0.30
C 3.37 -5.30 -0.35
C 2.09 -5.83 -0.26
C 1.00 -5.01 -0.07
C 1.12 -3.60 -0.02
O 0.05 -2.89 0.15
H 3.41 1.61 -0.61
H 3.81 5.08 -0.59
H 1.88 6.62 -0.63
H -0.41 5.73 -0.82
H -0.77 3.28 -0.83
H 3.74 -1.30 -0.30
H 4.52 -3.51 -0.38
H 4.22 -5.95 -0.49
H 1.95 -6.90 -0.33
H 0.01 -5.42 0.03
*
```

Output
highest occupied orbital energy (alpha / beta): -7.8 / -7.8 eV
<S²>: 12.010
energy relative to the best compared isomer or geometry (same formula, charge and spin): 20.3 kJ/mol
gap between HOMO and LUMO (alpha / beta): 0.244 / 0.245 Ha

Calculated atomic charges, method Löwdin, unit e: number 1, Eu, carries 1.890; number 2, O, carries 0.161; number 3, C, carries -0.448; number 4, O, carries 0.040; number 5, C, carries -0.171; number 6, C, carries 0.028; number 7, C, carries -0.016; number 8, C, carries 0.037; number 9, C, carries -0.133; number 10, N, carries 0.044; number 11, C, carries -0.605; number 12, O, carries 0.082; number 13, O, carries -0.160; number 14, H, carries 0.153; number 15, H, carries 0.122; number 16, H, carries 0.116; number 17, H, carries 0.126; number 18, O, carries 0.057; number 19, C, carries -0.269; number 20, C, carries -0.014; number 21, C, carries -0.083; number 22, C, carries -0.097; number 23, C, carries -0.029; number 24, C, carries -0.081; number 25, C, carries -0.435; number 26, O, carries -0.200; number 27, N, carries 0.036; number 28, N, carries -0.144; number 29, C, carries -0.041; number 30, C, carries -0.147; number 31, C, carries -0.053; number 32, C, carries -0.102; number 33, C, carries -0.085; number 34, C, carries -0.021; number 35, C, carries -0.341; number 36, O, carries -0.259; number 37, H, carries 0.062; number 38, H, carries 0.116; number 39, H, carries 0.102; number 40, H, carries 0.096; number 41, H, carries 0.109; number 42, H, carries 0.137; number 43, H, carries 0.108; number 44, H, carries 0.098; number 45, H, carries 0.103; number 46, H, carries 0.111



Entry 2:
This record from the OMol25 dataset describes a structure of composition C21H14F6N5O8PbS3SbSe4 at a distorted geometry. The level of theory is ωB97M-V with the def2-TZVPD basis set.

The geometry in ORCA input format:
```
! RIJCOSX wB97M-V def2-TZVPD def2/J DEFGRID3
* xyz -2 1
Pb -1.07 -0.87 -1.01
O 3.28 1.03 0.14
C 2.12 0.56 -0.29
O 1.33 -0.05 0.44
C 1.90 0.68 -1.76
C 2.84 1.32 -2.57
C 2.49 1.58 -3.88
C 1.27 1.18 -4.34
C 0.45 0.43 -3.51
N 0.75 0.19 -2.26
C -0.93 -0.15 -4.03
O -1.51 0.37 -4.98
O -1.33 -1.15 -3.38
H 3.41 1.14 1.10
H 3.75 1.66 -2.12
H 3.14 2.24 -4.50
H 0.83 1.55 -5.32
H -1.65 1.99 -4.81
F -0.65 -6.23 -2.67
C 0.16 -6.01 -1.62
F 0.97 -5.00 -1.86
F 0.95 -7.13 -1.52
S -0.77 -5.78 -0.05
O 0.23 -5.45 0.91
O -1.59 -6.93 0.13
N -1.58 -4.48 -0.49
S -2.94 -3.99 0.09
O -3.20 -4.22 1.49
O -3.19 -2.70 -0.40
C -4.28 -5.07 -0.76
F -4.59 -6.21 -0.14
F -5.41 -4.32 -0.90
F -3.85 -5.36 -2.01
N 0.72 2.16 2.04
C 0.93 3.52 2.26
C -0.01 4.53 2.05
C 0.39 5.85 2.19
C 1.61 6.20 2.79
C 2.50 5.19 3.10
C 2.16 3.90 2.81
S 3.31 2.57 3.04
N 2.22 1.37 3.68
C 1.17 1.23 2.96
C 0.44 -0.07 3.00
C -0.89 -0.20 2.68
C -1.49 -1.44 2.66
C -0.73 -2.56 2.98
C 0.60 -2.36 3.33
N 1.13 -1.16 3.34
H 0.03 1.89 1.23
H -0.99 4.25 1.59
H -0.32 6.59 1.78
H 1.76 7.26 2.95
H 3.40 5.39 3.56
H -1.46 0.65 2.39
H -2.55 -1.52 2.44
H -1.16 -3.50 3.02
H 1.16 -3.23 3.62
Se 1.38 4.36 -1.84
Sb -0.93 3.77 -2.22
Se -1.71 1.84 -0.50
Se -1.32 3.42 -4.67
Se -2.65 5.24 -1.38
*
```

Output
highest occupied orbital energy: -2.7 eV
energy relative to the best compared isomer or geometry (same formula, charge and spin): 27.7 kJ/mol
gap between HOMO and LUMO: 0.229 Ha

Calculated atomic charges, method natural (NBO), unit e: number 1, Pb, carries 1.376; number 2, O, carries -0.687; number 3, C, carries 0.799; number 4, O, carries -0.623; number 5, C, carries 0.082; number 6, C, carries -0.156; number 7, C, carries -0.166; number 8, C, carries -0.202; number 9, C, carries 0.110; number 10, N, carries -0.505; number 11, C, carries 0.777; number 12, O, carries -0.670; number 13, O, carries -0.787; number 14, H, carries 0.520; number 15, H, carries 0.241; number 16, H, carries 0.226; number 17, H, carries 0.262; number 18, H, carries 0.190; number 19, F, carries -0.311; number 20, C, carries 0.713; number 21, F, carries -0.302; number 22, F, carries -0.339; number 23, S, carries 2.273; number 24, O, carries -0.928; number 25, O, carries -0.933; number 26, N, carries -1.246; number 27, S, carries 2.283; number 28, O, carries -0.951; number 29, O, carries -0.954; number 30, C, carries 0.720; number 31, F, carries -0.311; number 32, F, carries -0.332; number 33, F, carries -0.329; number 34, N, carries -0.692; number 35, C, carries 0.131; number 36, C, carries -0.226; number 37, C, carries -0.179; number 38, C, carries -0.241; number 39, C, carries -0.253; number 40, C, carries -0.131; number 41, S, carries 0.342; number 42, N, carries -0.612; number 43, C, carries 0.433; number 44, C, carries 0.147; number 45, C, carries -0.237; number 46, C, carries -0.186; number 47, C, carries -0.228; number 48, C, carries 0.045; number 49, N, carries -0.392; number 50, H, carries 0.479; number 51, H, carries 0.252; number 52, H, carries 0.225; number 53, H, carries 0.205; number 54, H, carries 0.206; number 55, H, carries 0.228; number 56, H, carries 0.232; number 57, H, carries 0.229; number 58, H, carries 0.186; number 59, Se, carries -0.774; number 60, Sb, carries 1.059; number 61, Se, carries -0.887; number 62, Se, carries -0.430; number 63, Se, carries -0.767



Entry 3:
This record from the OMol25 dataset describes a structure of composition C21H15AgF4N6 at a distorted geometry. The level of theory is ωB97M-V with the def2-TZVPD basis set.

The geometry in ORCA input format:
```
! RIJCOSX wB97M-V def2-TZVPD def2/J DEFGRID3
* xyz -2 1
Ag 0.65 -1.24 -0.28
C 0.36 0.86 -2.69
N -0.06 1.15 -1.35
C -1.43 1.60 -1.40
C 0.84 2.05 -0.61
C 2.25 1.50 -0.51
N 2.35 0.13 0.08
C 3.52 -0.17 0.66
C 3.59 -1.23 1.67
F 2.48 -1.97 1.89
C 4.69 -1.40 2.40
F 4.68 -2.26 3.44
C 5.88 -0.74 2.16
C 5.90 0.18 1.13
F 7.11 0.70 0.78
C 4.77 0.43 0.40
F 4.88 1.15 -0.73
H 0.15 1.75 -3.28
H -0.15 -0.06 -3.05
H 1.47 0.59 -2.75
H -1.48 2.43 -2.10
H -1.75 2.07 -0.43
H -2.10 0.79 -1.70
H 0.40 2.23 0.34
H 0.88 3.02 -1.13
H 2.84 2.16 0.10
H 2.68 1.50 -1.49
H 6.78 -1.02 2.66
N -5.19 -5.86 -0.90
C -4.28 -5.15 -1.02
C -3.14 -4.26 -1.05
C -1.84 -4.72 -1.37
C -0.76 -3.90 -1.20
C -0.87 -2.48 -0.80
C -2.18 -2.11 -0.49
C -3.29 -2.98 -0.61
H -1.65 -5.76 -1.68
H 0.22 -4.36 -1.42
H -2.41 -1.13 -0.13
H -4.23 -2.57 -0.31
N -2.35 3.63 1.59
C -3.43 3.81 1.99
C -4.70 4.17 2.45
C -5.37 3.25 3.22
N -5.85 2.40 3.85
C -5.24 5.38 2.03
N -5.63 6.40 1.66
*
```

Output
highest occupied orbital energy: -2.6 eV
energy relative to the best compared isomer or geometry (same formula, charge and spin): 0.0 kJ/mol
gap between HOMO and LUMO: 0.262 Ha

Calculated atomic charges, method natural (NBO), unit e: number 1, Ag, carries 0.623; number 2, C, carries -0.431; number 3, N, carries -0.457; number 4, C, carries -0.425; number 5, C, carries -0.220; number 6, C, carries -0.225; number 7, N, carries -0.712; number 8, C, carries 0.118; number 9, C, carries 0.297; number 10, F, carries -0.319; number 11, C, carries 0.312; number 12, F, carries -0.332; number 13, C, carries -0.447; number 14, C, carries 0.350; number 15, F, carries -0.338; number 16, C, carries 0.189; number 17, F, carries -0.332; number 18, H, carries 0.153; number 19, H, carries 0.211; number 20, H, carries 0.204; number 21, H, carries 0.147; number 22, H, carries 0.242; number 23, H, carries 0.199; number 24, H, carries 0.218; number 25, H, carries 0.151; number 26, H, carries 0.182; number 27, H, carries 0.172; number 28, H, carries 0.222; number 29, N, carries -0.401; number 30, C, carries 0.321; number 31, C, carries -0.236; number 32, C, carries -0.209; number 33, C, carries -0.244; number 34, C, carries -0.361; number 35, C, carries -0.268; number 36, C, carries -0.170; number 37, H, carries 0.202; number 38, H, carries 0.194; number 39, H, carries 0.204; number 40, H, carries 0.211; number 41, N, carries -0.451; number 42, C, carries 0.336; number 43, C, carries -0.629; number 44, C, carries 0.319; number 45, N, carries -0.445; number 46, C, carries 0.331; number 47, N, carries -0.457



Entry 4:
This record from the OMol25 dataset describes a cluster of 2 separate species, C21H15Cl2NO3 in total at a distorted geometry. The level of theory is ωB97M-V with the def2-TZVPD basis set.

The geometry in ORCA input format:
```
! RIJCOSX wB97M-V def2-TZVPD def2/J DEFGRID3
* xyz 0 1
Cl -6.62 3.28 -1.31
C -5.11 2.55 -0.92
C -5.05 1.14 -0.77
C -3.81 0.54 -0.62
C -2.60 1.29 -0.62
C -1.35 0.58 -0.65
C -0.15 1.28 -0.78
C 1.12 0.73 -0.70
C 2.34 1.47 -0.79
C 3.55 0.72 -0.89
C 4.79 1.33 -1.03
C 4.89 2.73 -1.08
Cl 6.43 3.44 -1.34
C 3.72 3.50 -1.04
C 2.46 2.89 -0.89
C -2.71 2.71 -0.70
C -3.95 3.33 -0.89
H -5.95 0.55 -0.86
H -3.72 -0.55 -0.63
H -1.43 -0.47 -1.01
H -0.21 2.33 -0.96
H 1.23 -0.36 -0.71
H 3.46 -0.36 -0.84
H 5.68 0.71 -1.12
H 3.83 4.58 -1.15
H 1.57 3.51 -0.86
H -1.82 3.35 -0.79
H -4.03 4.40 -1.09
O -1.28 -0.88 0.90
C -0.77 -1.99 1.29
C 0.14 -2.09 2.45
C 0.82 -3.24 2.79
C 0.68 -4.42 2.04
N 1.48 -5.57 2.31
O 1.31 -6.59 1.59
O 2.31 -5.54 3.24
C -0.22 -4.43 0.97
C -0.92 -3.29 0.60
H 0.29 -1.17 3.03
H 1.51 -3.28 3.64
H -0.31 -5.37 0.43
H -1.61 -3.33 -0.25
*
```

Output
highest occupied orbital energy: -7.4 eV
energy relative to the best compared isomer or geometry (same formula, charge and spin): 57.3 kJ/mol
gap between HOMO and LUMO: 0.177 Ha

Calculated atomic charges, method natural (NBO), unit e: number 1, Cl, carries 0.047; number 2, C, carries 0.018; number 3, C, carries -0.266; number 4, C, carries -0.045; number 5, C, carries -0.180; number 6, C, carries 0.180; number 7, C, carries -0.323; number 8, C, carries 0.018; number 9, C, carries -0.129; number 10, C, carries -0.134; number 11, C, carries -0.238; number 12, C, carries 0.001; number 13, Cl, carries 0.042; number 14, C, carries -0.237; number 15, C, carries -0.144; number 16, C, carries -0.124; number 17, C, carries -0.251; number 18, H, carries 0.240; number 19, H, carries 0.231; number 20, H, carries 0.264; number 21, H, carries 0.201; number 22, H, carries 0.229; number 23, H, carries 0.227; number 24, H, carries 0.239; number 25, H, carries 0.236; number 26, H, carries 0.216; number 27, H, carries 0.217; number 28, H, carries 0.238; number 29, O, carries -0.735; number 30, C, carries 0.407; number 31, C, carries -0.319; number 32, C, carries -0.170; number 33, C, carries -0.057; number 34, N, carries 0.510; number 35, O, carries -0.418; number 36, O, carries -0.412; number 37, C, carries -0.183; number 38, C, carries -0.294; number 39, H, carries 0.214; number 40, H, carries 0.242; number 41, H, carries 0.244; number 42, H, carries 0.196



Question: The highest energy relative to the best compared isomer or geometry (same formula, charge and spin) belongs to which entry?
Answer: C21H15Cl2NO3



Question: What is the formula in the first record?
Answer: C21H14EuN3O7



Question: Which of these has the highest energy relative to the best compared isomer or geometry (same formula, charge and spin)?
Answer: C21H15Cl2NO3